Record 1
C10H10O2 | ωB97M-V with the def2-TZVPD basis set

Geometry as XYZ:
```
22
Properties=species:S:1:pos:R:3:forces:R:3:nbo_charge:R:1
C -0.4138 1.1276 -1.5244 -3.01 4.10 -0.73 0.23
C 0.3882 0.1301 -1.5304 3.67 -3.84 0.63 -0.21
C 0.6845 -0.6112 -0.3599 -0.41 0.68 -3.06 -0.09
C 1.5751 -1.6531 0.0055 8.78 -5.51 -0.85 -0.42
C 1.2110 -2.4069 1.3235 -1.24 2.80 -1.16 -0.25
C 1.2923 -1.6018 2.6554 1.15 -1.53 1.53 -0.42
C 0.1147 -1.4193 1.6968 -3.89 -4.24 2.33 -0.24
C -0.1799 -0.4916 0.6104 -3.44 2.25 4.08 -0.02
C -1.2715 0.4817 0.6675 1.53 0.89 1.72 -0.25
C -1.2878 1.3090 -0.4364 -1.58 3.23 2.19 0.28
H -0.9224 2.5997 -2.9090 1.70 -1.76 1.39 0.50
H 0.8125 0.0620 -2.4853 1.56 -0.69 -0.91 0.23
H 1.9101 -2.4638 -0.8621 -1.45 1.93 1.86 0.23
H 2.7887 -1.5126 0.3481 -2.82 1.18 -1.53 0.23
H 0.9447 -3.4306 1.1665 0.09 -0.48 0.64 0.22
H 1.0564 -2.2865 3.6907 0.67 2.16 -3.17 0.24
H 2.2461 -0.8834 2.8143 -2.72 -1.41 -0.60 0.24
H -0.8916 -2.1512 1.8578 2.43 2.55 0.71 0.21
H -1.6504 0.9185 1.7649 0.63 -1.63 -3.32 0.24
H -2.5283 3.1598 0.1698 1.83 -2.99 -0.85 0.53
O -0.1475 2.0012 -2.5922 -2.78 1.38 -0.38 -0.69
O -1.9077 2.5990 -0.4334 -0.70 0.93 -0.52 -0.79
```
Forces are in eV/Å.

Maximum force   10.4 eV/A
HOMO   -8.2 eV
Multiplicity   1
Charge   0
DFT total energy   -14620.61381 eV
E_LUMO   0.5 eV
SMILES string   Oc1cc2c(cc1O)[C@@H]1C[C@@H]1C2
Frontier orbital gap   8.7 eV

---

Record 2
C51H48BF2N4O2P2S4SbY | ωB97M-V with the def2-TZVPD basis set

Geometry as XYZ:
```
116
Properties=species:S:1:pos:R:3:forces:R:3:mulliken_spin:R:1
Y -0.5217 -0.9911 1.4175 0.12 -0.20 0.49 -0.01
C 2.3492 -4.9662 0.9252 -0.04 -0.01 0.02 0.00
O 2.6623 -4.1840 2.0749 0.05 -0.02 0.05 0.02
C 1.8417 -3.1097 2.0283 -0.03 0.06 -0.11 0.10
N 1.2203 -2.8914 0.8961 -0.08 0.18 0.10 0.09
C 1.6579 -3.9796 -0.0166 0.00 -0.07 0.02 -0.02
C 0.5777 -4.6213 -0.8653 -0.04 0.02 -0.09 0.00
C -0.0357 -3.8455 -1.8431 0.07 -0.04 -0.01 0.01
C -0.9747 -4.3764 -2.7104 0.04 0.02 -0.03 0.00
C -1.3221 -5.7164 -2.6130 -0.01 -0.03 0.00 0.00
C -0.7166 -6.5046 -1.6490 -0.04 -0.05 -0.05 0.00
C 0.2293 -5.9660 -0.7868 -0.02 -0.05 0.04 0.00
C 1.7293 -2.3415 3.2147 0.23 -0.24 -0.16 0.25
C 2.2307 -2.8469 4.4223 0.04 0.07 0.08 -0.06
C 2.1515 -2.1051 5.5719 0.03 -0.13 -0.10 0.21
C 1.6011 -0.8117 5.4659 0.03 0.12 -0.16 -0.02
C 1.1119 -0.3874 4.2638 -0.03 0.21 0.30 0.18
N 1.0906 -1.1198 3.1069 -0.15 -0.21 0.11 0.22
C 0.5383 0.9453 4.1590 -0.14 0.15 -0.07 -0.06
N -0.1665 1.3538 3.1770 0.03 -0.16 -0.02 0.01
C -0.5050 2.7638 3.4566 0.06 0.13 0.09 0.00
C 0.3151 3.0848 4.7317 0.03 -0.04 -0.11 0.00
O 0.8281 1.8101 5.1473 0.03 -0.04 0.08 0.01
C -1.9717 3.0485 3.6932 0.03 -0.03 -0.06 0.00
C -2.7727 2.1406 4.3695 -0.05 0.00 -0.02 0.00
C -4.0899 2.4625 4.6610 0.00 -0.05 0.03 0.00
C -4.6153 3.6886 4.2816 -0.04 0.02 -0.01 0.00
C -3.8140 4.6034 3.6127 -0.01 0.04 0.01 0.00
C -2.4961 4.2829 3.3227 0.04 0.00 0.09 0.00
H 1.6819 -5.7661 1.2493 0.06 0.06 0.01 0.00
H 3.2666 -5.3914 0.5253 0.01 0.00 0.00 0.00
H 2.3960 -3.5564 -0.7078 0.03 0.04 -0.04 0.01
H 0.2218 -2.7969 -1.8872 0.00 -0.01 -0.07 0.00
H -1.4285 -3.7491 -3.4701 0.02 -0.02 0.02 0.00
H -2.0585 -6.1416 -3.2829 0.01 0.01 0.01 0.00
H -0.9790 -7.5513 -1.5606 0.00 0.02 -0.01 0.00
H 0.6798 -6.6263 -0.0580 -0.03 0.03 -0.05 0.00
H 2.6686 -3.8346 4.4150 0.01 0.01 0.01 0.00
H 2.5030 -2.4872 6.5191 0.00 -0.01 -0.01 0.02
H 1.5439 -0.1479 6.3159 -0.01 0.00 -0.03 0.00
H -0.1491 3.3761 2.6240 -0.02 0.04 0.02 0.00
H -0.2954 3.4882 5.5352 -0.02 0.01 0.00 0.00
H 1.1613 3.7455 4.5381 0.01 -0.02 0.00 0.00
H -2.3788 1.1735 4.6561 0.02 -0.05 0.01 0.00
H -4.7073 1.7424 5.1845 0.01 0.01 -0.01 0.00
H -5.6459 3.9329 4.5069 0.01 0.00 0.00 0.00
H -4.2139 5.5669 3.3190 0.00 -0.01 0.01 0.00
H -1.8672 4.9979 2.8014 -0.01 -0.01 0.02 0.00
S -2.1055 -1.3576 5.3303 0.06 0.05 0.01 0.00
Sb -3.3688 -1.8924 3.5439 -0.08 0.06 -0.07 0.00
S -2.9351 -0.2204 1.8337 -0.24 0.03 -0.10 0.00
S -1.4744 -3.5744 2.5020 -0.04 0.12 -0.14 -0.01
C 3.9826 -2.5737 -3.5995 0.04 -0.06 0.04 0.00
S 4.0739 -0.8530 -4.1297 0.07 0.04 0.01 0.00
C 4.3637 -0.0042 -2.5460 -0.18 0.02 0.13 0.00
C 3.2300 0.9528 -2.1568 0.10 -0.10 0.00 0.00
C 2.0106 0.1653 -1.6879 0.06 -0.01 -0.08 0.01
N 0.7332 0.9422 -1.6691 -0.06 -0.05 0.09 0.00
P 0.3926 1.5796 -0.0869 -0.22 -0.13 -0.31 0.04
C -0.6484 2.9895 -0.5719 0.06 0.11 0.21 0.01
C -0.5344 3.5919 -1.8259 0.09 -0.01 0.06 0.00
C -1.3611 4.6521 -2.1614 0.00 0.03 -0.05 0.00
C -2.3042 5.1185 -1.2536 -0.02 0.04 -0.04 0.00
C -2.4255 4.5192 -0.0100 -0.04 -0.04 0.03 0.00
C -1.6031 3.4537 0.3286 -0.06 -0.12 -0.10 0.00
C 1.9349 2.3618 0.4707 -0.01 0.03 0.03 -0.02
C 2.6170 1.7529 1.5211 0.06 -0.13 -0.11 0.01
C 3.8106 2.2909 1.9853 0.03 -0.04 0.03 0.01
C 4.3199 3.4420 1.4063 0.02 0.03 0.01 0.00
C 3.6399 4.0595 0.3617 0.01 0.03 0.01 0.00
C 2.4508 3.5255 -0.1035 -0.08 0.00 0.12 0.00
P -0.5005 -0.3075 -2.0034 0.31 -0.02 -0.33 0.01
C -2.2894 0.1342 -2.0699 0.01 -0.05 0.24 0.00
C -3.0593 1.2545 -1.7927 0.04 0.09 -0.14 0.00
C -4.4468 1.1873 -1.8414 -0.03 0.02 0.00 0.00
C -5.0909 0.0080 -2.1668 0.01 0.01 0.00 0.00
C -4.3331 -1.1204 -2.4507 -0.02 -0.01 -0.03 0.00
C -2.9553 -1.0556 -2.3934 0.01 -0.11 0.05 0.00
C -0.2336 -0.3859 -3.8297 -0.07 0.14 0.01 0.00
C 0.5006 -1.3860 -4.4495 0.02 -0.16 0.10 0.00
C 0.6922 -1.3790 -5.8258 0.00 -0.01 -0.05 0.00
C 0.1581 -0.3620 -6.5965 0.01 -0.01 0.01 0.00
C -0.5726 0.6527 -5.9872 0.01 -0.01 0.00 0.00
C -0.7693 0.6364 -4.6183 -0.02 0.03 0.02 0.00
H 3.9483 -3.1902 -4.4970 -0.01 0.03 -0.01 0.00
H 3.0877 -2.7743 -3.0102 -0.06 0.01 0.05 0.00
H 4.8652 -2.8564 -3.0259 -0.01 0.02 -0.03 0.00
H 5.3115 0.5287 -2.6044 -0.02 0.03 -0.07 0.00
H 4.4798 -0.7715 -1.7763 0.03 0.00 0.00 0.00
H 2.9465 1.5732 -3.0099 0.00 -0.02 -0.03 0.00
H 3.5997 1.6189 -1.3775 -0.05 0.00 0.02 0.00
H 2.2115 -0.3080 -0.7086 -0.01 0.08 -0.08 0.00
H 1.9025 -0.6637 -2.3962 -0.09 0.05 0.02 0.00
H 0.1783 3.2014 -2.5411 0.01 0.00 -0.01 0.00
H -1.2795 5.1100 -3.1395 0.01 -0.01 0.01 0.00
H -2.9557 5.9400 -1.5250 0.01 -0.01 0.00 0.00
H -3.1794 4.8520 0.6929 0.02 -0.01 -0.04 0.00
H -1.7665 2.9343 1.2641 0.00 -0.01 -0.08 0.00
H 2.2230 0.8419 1.9628 0.04 0.08 0.00 -0.02
H 4.3367 1.8071 2.7988 -0.01 0.01 -0.01 0.00
H 5.2478 3.8657 1.7692 -0.01 -0.01 0.00 0.00
H 4.0407 4.9602 -0.0864 -0.02 -0.01 0.00 0.00
H 1.9236 4.0109 -0.9133 -0.03 0.02 -0.03 0.00
H -2.6130 2.1992 -1.5485 0.07 0.04 0.02 0.00
H -5.0174 2.0783 -1.6101 -0.01 -0.02 0.00 0.00
H -6.1719 -0.0388 -2.1918 0.01 0.00 0.01 0.00
H -4.8125 -2.0592 -2.6966 -0.01 0.01 0.00 0.00
H -2.3863 -1.9635 -2.5787 -0.04 0.08 0.03 0.00
H 0.9366 -2.1901 -3.8696 -0.03 -0.01 0.02 0.00
H 1.2679 -2.1704 -6.2895 -0.01 0.01 0.01 0.00
H 0.3068 -0.3547 -7.6688 0.00 -0.01 0.01 0.00
H -0.9962 1.4511 -6.5834 0.00 0.00 0.01 0.00
H -1.3587 1.4173 -4.1517 0.01 0.01 -0.02 0.00
F -1.9607 -2.6891 -0.0240 0.14 0.04 -0.01 0.00
B -2.0837 -3.7435 0.8316 0.02 0.02 0.21 0.02
F -2.6646 -4.8093 0.3099 -0.07 0.02 -0.04 0.00
```
Forces are in eV/Å.

Maximum force   0.5 eV/A
Expectation value of S²   0.77
HOMO (spin up / spin down)   -5.6 / -7.0 eV
Multiplicity   2
Charge   0
DFT total energy   -139341.01929 eV
E_LUMO (spin up / spin down)   0.0 / -0.2 eV
Frontier orbital gap (spin up / spin down)   5.6 / 6.8 eV

---

Record 3
CH6NOP | ωB97M-V with the def2-TZVPD basis set

Geometry as XYZ:
```
10
Properties=species:S:1:pos:R:3:forces:R:3:nbo_charge:R:1
C 1.0543 -1.0733 0.2358 -0.22 -0.69 1.96 -0.91
N -0.8156 0.6157 -0.4867 -1.22 -0.04 0.03 -0.64
O -1.9612 1.5045 -0.9552 -0.78 -2.49 2.39 -0.58
P -0.1813 0.0454 1.1435 -0.89 -0.42 -1.98 0.71
H 1.8761 -1.2586 1.0378 -0.89 0.78 -1.64 0.23
H 0.6260 -2.1053 0.1505 0.31 1.09 -1.02 0.23
H 1.3353 -0.4390 -0.6560 0.16 -1.57 0.82 0.23
H -2.8015 0.9323 -0.7613 2.43 1.41 -0.55 0.47
H -0.0999 1.0119 -1.0479 0.73 0.27 -0.50 0.35
H 0.9679 0.7665 1.3395 0.36 1.67 0.49 -0.09
```
Forces are in eV/Å.

Maximum force   3.5 eV/A
HOMO   -9.1 eV
Multiplicity   1
Charge   0
DFT total energy   -13957.29029 eV
E_LUMO   1.0 eV
SMILES string   CPNO
Frontier orbital gap   10.1 eV

---

Record 4
C10H19N3O4 | ωB97M-V with the def2-TZVPD basis set

Geometry as XYZ:
```
36
Properties=species:S:1:pos:R:3:forces:R:3:nbo_charge:R:1
C -1.2295 1.1048 0.3461 0.24 1.12 -1.84 -0.14
C -1.2750 0.1698 1.6094 -1.22 1.76 0.66 0.69
C 0.0158 2.0343 0.4987 2.13 -1.61 -2.63 -0.53
C 0.3878 3.2361 -0.3935 -0.25 -0.78 1.78 0.70
C -0.0464 -1.3861 0.0948 1.31 -1.19 -2.06 -0.20
C -0.1804 -2.8661 0.2185 0.12 -2.68 2.65 0.81
C 1.4558 -1.0604 -0.3436 1.76 0.18 1.91 -0.17
C 2.4020 -2.0275 0.5441 0.18 1.29 -2.94 -0.61
C 1.5718 -1.0385 -1.9199 -2.53 -1.68 1.13 -0.45
C 0.6669 0.0211 -2.5933 -1.49 -0.03 0.47 -0.63
H -2.4467 2.3677 -0.7876 0.38 -0.23 1.83 0.39
H -2.3578 2.7065 0.8655 -0.19 2.67 2.42 0.37
H -1.1508 0.4129 -0.6398 -0.48 2.10 2.48 0.21
H 0.9037 1.4435 0.1601 -0.09 0.22 1.70 0.22
H -0.0008 2.4767 1.4380 0.64 0.10 2.16 0.25
H -0.2152 4.2558 -1.8915 -0.17 -1.19 0.29 0.39
H -0.1592 2.7550 -2.4189 0.27 -1.19 0.42 0.41
H -0.5736 -1.6586 2.0381 0.19 -0.10 0.23 0.44
H -0.4746 -1.1951 -0.9052 -1.34 0.56 1.17 0.26
H 1.6650 -0.0865 0.0986 -0.14 0.03 -0.23 0.21
H 3.4513 -1.6652 0.5311 -0.68 -0.30 0.05 0.22
H 2.0216 -2.0854 1.5303 -0.29 0.09 0.99 0.22
H 2.3432 -3.0049 0.0801 0.34 -0.41 0.10 0.19
H 1.1252 -2.0605 -1.9935 0.13 0.68 -1.24 0.22
H 2.4188 -1.1108 -2.5264 2.31 0.00 0.34 0.24
H -0.2965 -0.4784 -2.8364 0.21 0.65 0.32 0.21
H 0.4967 0.8446 -1.8810 -0.16 -0.42 -0.28 0.20
H 0.8976 0.5355 -3.5394 0.92 -0.68 0.28 0.23
H 0.2511 -4.5218 -0.6077 -1.19 2.01 -0.79 0.51
N -2.3116 2.0444 0.1970 -1.75 -3.54 -3.76 -0.85
N -0.3025 3.2556 -1.5608 -0.49 4.18 -2.63 -0.89
N -0.4708 -0.9048 1.3726 -0.73 0.74 0.32 -0.63
O -1.8779 0.4212 2.6836 1.87 -0.86 -3.16 -0.59
O 1.1371 4.1160 0.0107 -1.14 -0.97 -0.65 -0.58
O -0.2814 -3.4112 1.3391 0.23 0.79 -3.11 -0.61
O -0.0925 -3.6036 -0.9265 1.09 -1.30 1.62 -0.69
```
Forces are in eV/Å.

Maximum force   5.5 eV/A
HOMO   -8.7 eV
Multiplicity   1
Charge   0
DFT total energy   -23336.11172 eV
E_LUMO   0.3 eV
SMILES string   CC[C@H](C)[C@H](NC(=O)[C@@H](N)CC(N)=O)C(=O)O
Frontier orbital gap   9.1 eV

---

Record 5
C19H40Br14FInN | ωB97M-V with the def2-TZVPD basis set

Geometry as XYZ:
```
76
Properties=species:S:1:pos:R:3:forces:R:3:mulliken_charge:R:1
C -0.0242 2.6881 -1.4713 1.19 -2.15 1.93 -0.30
N -0.5064 2.9956 -2.8805 -3.71 -6.56 3.62 -0.21
C -2.0407 2.9605 -2.9635 -0.82 -0.12 -1.43 -0.84
In -2.7453 0.8367 -2.3920 -0.72 0.36 0.17 0.92
C -4.8411 0.3830 -3.1280 -1.96 -0.41 -0.66 -0.77
C -6.0431 0.7444 -2.0733 -0.52 -1.29 -1.82 -0.22
F -5.6016 1.4459 -0.8398 -0.91 -1.07 -2.17 -0.26
C -1.3362 -0.6304 -3.4672 1.72 1.64 0.24 -0.67
Br -2.4325 -1.9069 -4.5010 0.77 0.03 0.19 -0.26
C -0.3090 -1.1859 -2.3617 -1.25 -0.11 0.80 0.46
C -0.3554 -2.7296 -1.9136 1.11 -0.94 1.17 -0.76
Br 1.5890 -0.7825 -2.9895 -0.50 -0.03 0.25 -0.27
H 0.6088 1.6802 -1.4665 -1.38 1.97 -0.03 0.02
H 0.7357 3.5216 -1.0864 -1.89 -1.89 -0.89 0.28
H -0.8814 2.5387 -0.6869 1.46 0.43 -1.72 0.05
H -0.1277 2.2724 -3.5399 -0.39 1.00 0.81 0.28
H -2.5603 3.7872 -2.3175 1.49 -1.33 -1.16 0.22
H -2.2967 3.1649 -4.1102 0.53 -0.18 2.42 0.24
H -2.6871 0.6370 -0.5754 0.16 0.00 -0.72 -0.41
H -5.0910 0.9360 -4.1560 0.60 -1.06 2.20 0.23
H -4.9297 -0.7762 -3.3858 0.22 2.44 0.67 0.20
H -6.5856 -0.2790 -1.7857 1.28 2.42 0.02 0.18
H -6.8542 1.3684 -2.6848 1.75 -0.78 1.97 0.18
H -0.7193 0.0363 -4.2405 -1.41 -1.81 1.48 0.31
H -0.4425 -0.5202 -1.3779 0.59 -1.45 -2.27 0.08
H -0.7119 -2.8162 -0.7813 0.57 0.29 -2.48 0.07
H -0.9723 -3.4810 -2.5492 0.92 1.77 0.89 0.26
H 0.7646 -3.1435 -1.9044 -2.51 0.89 0.00 0.26
Br -2.1318 3.0199 2.2059 -0.22 0.06 -0.02 -0.14
C -3.9882 2.4308 2.0895 0.06 0.13 -0.22 -0.10
C -4.9293 3.4761 2.6405 -0.18 -0.07 -0.12 -0.61
Br -4.9135 3.4829 4.5913 0.02 0.08 0.04 -0.20
H -4.0516 1.4714 2.6107 -0.05 0.37 -0.13 0.16
H -4.1693 2.2721 1.0228 -0.02 -0.02 0.14 0.02
H -5.9629 3.2478 2.3658 0.22 -0.03 0.01 0.38
H -4.6874 4.4919 2.3160 0.03 -0.30 0.08 0.42
Br -2.9560 -0.9168 1.7815 0.32 -0.22 0.03 -0.04
C -2.1234 -1.6798 3.3725 -0.36 -0.13 -0.15 -0.40
C -1.8659 -0.6194 4.4171 0.23 -0.08 0.20 -0.59
Br -0.3089 0.4621 3.9572 -0.03 -0.09 0.12 -0.11
H -1.2160 -2.1934 3.0423 -0.15 0.21 0.16 0.16
H -2.8399 -2.4190 3.7411 0.16 0.13 0.07 0.34
H -1.6194 -1.0773 5.3791 -0.05 0.03 -0.18 0.36
H -2.7044 0.0696 4.5517 0.18 -0.16 -0.12 0.37
Br 5.4516 -2.8940 5.1145 0.01 0.02 -0.13 -0.15
C 4.4763 -1.3435 4.4426 0.09 0.12 0.12 -0.35
C 3.0123 -1.4180 4.8073 -0.16 0.09 -0.14 -0.44
Br 2.0623 -2.6797 3.6621 0.00 -0.07 0.16 -0.10
H 4.6535 -1.2979 3.3643 -0.13 -0.05 0.28 0.01
H 4.9498 -0.4814 4.9205 -0.13 -0.13 -0.06 0.38
H 2.5226 -0.4553 4.6363 0.10 -0.15 0.00 0.21
H 2.8379 -1.7313 5.8404 0.13 0.06 -0.26 0.39
Br 0.2316 4.6839 -3.0588 2.63 5.50 -3.72 0.05
C 1.2017 6.2693 -3.6523 0.29 1.55 0.56 -0.90
C 1.1904 7.3460 -2.5928 0.83 0.46 -0.70 -0.50
Br -0.5325 8.2589 -2.5317 -0.09 0.03 0.11 -0.21
H 0.7496 6.5847 -4.5969 0.15 0.21 0.17 0.31
H 2.2219 5.9237 -3.8408 0.04 0.16 0.07 0.28
H 1.9176 8.1277 -2.8295 -0.15 0.17 0.30 0.34
H 1.3861 6.9662 -1.5862 -0.13 -0.02 -0.19 0.32
Br 4.5027 -2.9548 0.9034 0.08 0.19 -0.06 -0.05
C 5.9264 -2.2265 -0.2143 -0.13 -0.28 -0.11 -0.61
C 7.1514 -1.8969 0.6058 0.18 0.13 -0.07 -0.58
Br 6.9068 -0.2403 1.6066 0.02 -0.13 0.03 -0.14
H 5.5095 -1.3621 -0.7388 0.14 -0.18 0.19 0.38
H 6.1482 -3.0137 -0.9403 0.05 0.16 0.13 0.33
H 8.0119 -1.7121 -0.0431 -0.19 -0.03 0.06 0.36
H 7.4092 -2.6731 1.3318 -0.17 0.17 -0.19 0.37
Br 1.4316 -8.9667 0.3941 -0.01 0.06 -0.09 -0.16
C 2.4017 -7.3813 -0.1994 0.15 -0.16 0.00 -0.59
C 2.3904 -6.3046 0.8601 -0.02 0.28 -0.02 -0.23
Br 0.6675 -5.3917 0.9213 0.11 -0.07 0.08 -0.10
H 1.9496 -7.0658 -1.1440 0.07 0.00 0.31 0.36
H 3.4219 -7.7269 -0.3878 -0.15 0.11 0.08 0.38
H 3.1176 -5.5229 0.6235 -0.10 -0.17 -0.02 -0.10
H 2.5861 -6.6844 1.8668 -0.05 0.00 -0.30 0.38
```
Forces are in eV/Å.

Maximum force   8.4 eV/A
HOMO   -4.1 eV
Multiplicity   1
Charge   -1
DFT total energy   -1010322.72094 eV
E_LUMO   1.6 eV
Frontier orbital gap   5.7 eV